Here is 6 unconnected molecules or ions with the total composition C36H47BClF10N5O14 from OMol25. Energies are from ωB97M-V/def2-TZVPD.

Calculated values
Energy above the lowest of the compared OMol25 structures with the same formula, charge and spin, kcal/mol: 0.00
HOMO energy, eV: -9.43
SMILES: CCCCCc1c(COC)c(B(C)O)c2c(c1C(F)(F)C(F)(F)C(F)(F)C(F)(F)F)C(=O)c1c(cc([C@@H](C)F)cc1[C@H](Cl)CC)C2=O.C[N+](=O)[O-].C[N+](=O)[O-].C[N+](=O)[O-].C[N+](=O)[O-].C[N+](=O)[O-]
LUMO energy, eV: -0.4
Frontier orbital gap, eV: 9.067
F_max, Eh/bohr: 0.0428
E_tot, eV: -114570.617

Each atom is followed by the atoms it is bonded to, with distances in Å.
Cartesian coordinates (Å):
1 C -3.1957 -5.6376 -2.6681  C2 1.539, H48 1.091, H49 1.089, H50 1.091
2 C -1.6733 -5.8481 -2.7384  C1 1.539, C3 1.547, H51 1.088, H52 1.091
3 C -0.9542 -4.8458 -3.6718  C2 1.547, C4 1.539, H53 1.091, H54 1.093
4 C -0.2015 -3.7392 -2.9113  C3 1.539, C5 1.551, H55 1.090, H56 1.085
5 C -1.2189 -2.6469 -2.4896  C4 1.551, C6 1.516, H57 1.082, H58 1.087
6 C -0.5852 -1.5693 -1.6321  C5 1.516, C7 1.375, C17 1.396
7 C -0.3402 -1.9079 -0.3226  C6 1.375, C8 1.510, C11 1.380
8 C -0.6983 -3.2527 0.2636  C7 1.510, O9 1.442, H59 1.085, H60 1.090
9 O -1.8104 -3.2320 1.1807  C8 1.442, C10 1.408
10 C -2.7535 -2.2068 0.9728  O9 1.408, H61 1.093, H62 1.091, H63 1.092
11 C 0.2544 -1.0322 0.5634  C7 1.380, B12 1.602, C15 1.361
12 B 0.5229 -1.4200 2.0948  C11 1.602, C13 1.576, O14 1.360
13 C 1.8515 -2.1984 2.4315  B12 1.576, H64 1.091, H65 1.087, H66 1.090
14 O -0.3665 -1.1264 3.0814  B12 1.360, H67 0.965
15 C 0.6170 0.1839 0.0714  C11 1.361, C16 1.364, C46 1.495
16 C 0.3723 0.5476 -1.2198  C15 1.364, C17 1.370, C31 1.523
17 C -0.2457 -0.2995 -2.1013  C6 1.396, C16 1.370, C18 1.523
18 C -0.5563 0.0969 -3.5386  C17 1.523, F19 1.365, F20 1.341, C21 1.576
19 F -1.8590 -0.2300 -3.7802  C18 1.365
20 F -0.4709 1.4097 -3.7984  C18 1.341
21 C 0.3644 -0.6416 -4.5830  C18 1.576, F22 1.348, F23 1.353, C24 1.556
22 F -0.2845 -1.6398 -5.2147  C21 1.348
23 F 1.4102 -1.2166 -3.9448  C21 1.353
24 C 0.9948 0.2776 -5.6682  C21 1.556, F25 1.365, F26 1.331, C27 1.579
25 F 1.7740 -0.5506 -6.4235  C24 1.365
26 F 1.8281 1.1776 -5.1523  C24 1.331
27 C -0.0357 0.9431 -6.6625  C24 1.579, F28 1.346, F29 1.338, F30 1.329
28 F 0.0329 2.2793 -6.5190  C27 1.346
29 F -1.2972 0.5827 -6.4020  C27 1.338
30 F 0.2724 0.6461 -7.9208  C27 1.329
31 C 0.8694 1.9482 -1.5520  C16 1.523, O32 1.200, C33 1.520
32 O 1.5678 2.2001 -2.4948  C31 1.200
33 C 0.5148 2.9728 -0.4873  C31 1.520, C34 1.366, C41 1.386
34 C 0.7563 2.5790 0.7985  C33 1.366, C35 1.358, C46 1.499
35 C 0.5430 3.3791 1.8753  C34 1.358, C36 1.362, H68 1.077
36 C 0.0623 4.6333 1.6512  C35 1.362, C37 1.511, C40 1.357
37 C -0.1533 5.5731 2.8139  C36 1.511, C38 1.536, F39 1.385, H69 1.095
38 C -1.5385 6.2363 2.8122  C37 1.536, H70 1.087, H71 1.087, H72 1.079
39 F 0.1256 4.9360 4.0119  C37 1.385
40 C -0.2215 5.0394 0.3876  C36 1.357, C41 1.367, H73 1.082
41 C -0.0089 4.2383 -0.6989  C33 1.386, C40 1.367, C42 1.509
42 C -0.3761 4.8121 -2.0454  C41 1.509, Cl43 1.800, C44 1.532, H74 1.087
43 Cl -1.7539 3.9239 -2.7899  C42 1.800
44 C 0.7769 5.0330 -3.0304  C42 1.532, C45 1.554, H75 1.086, H76 1.085
45 C 0.5440 6.3069 -3.8896  C44 1.554, H77 1.089, H78 1.088, H79 1.090
46 C 1.2796 1.1841 0.9640  C15 1.495, C34 1.499, O47 1.206
47 O 2.1803 0.9116 1.7178  C46 1.206
48 H -3.5445 -5.4542 -3.6854  C1 1.091
49 H -3.4868 -4.8244 -2.0049  C1 1.089
50 H -3.6914 -6.5552 -2.3493  C1 1.091
51 H -1.5277 -6.8333 -3.1763  C2 1.088
52 H -1.2115 -5.8675 -1.7496  C2 1.091
53 H -0.2730 -5.4205 -4.3004  C3 1.091
54 H -1.6822 -4.3947 -4.3508  C3 1.093
55 H 0.2893 -4.1889 -2.0486  C4 1.090
56 H 0.5695 -3.3334 -3.5580  C4 1.085
57 H -1.6813 -2.2950 -3.4021  C5 1.082
58 H -1.9795 -3.1653 -1.9104  C5 1.087
59 H -0.9320 -4.0024 -0.4853  C8 1.085
60 H 0.1449 -3.6520 0.8273  C8 1.090
61 H -3.1007 -2.1357 -0.0613  C10 1.093
62 H -3.6286 -2.4743 1.5677  C10 1.091
63 H -2.4290 -1.2345 1.3480  C10 1.092
64 H 2.2560 -1.7700 3.3501  C13 1.091
65 H 2.5373 -2.0295 1.6054  C13 1.087
66 H 1.6075 -3.2571 2.5192  C13 1.090
67 H -1.0521 -0.5209 2.7742  O14 0.965
68 H 0.7635 3.0612 2.8809  C35 1.077
69 H 0.6140 6.3454 2.6933  C37 1.095
70 H -1.4442 7.2443 2.4161  C38 1.087
71 H -2.1996 5.6477 2.1808  C38 1.087
72 H -1.8926 6.2555 3.8314  C38 1.079
73 H -0.6230 6.0336 0.2418  C40 1.082
74 H -0.7928 5.7950 -1.8387  C42 1.087
75 H 1.7430 5.0831 -2.5370  C44 1.086
76 H 0.7827 4.2116 -3.7392  C44 1.085
77 H -0.2298 6.9534 -3.4788  C45 1.089
78 H 1.4788 6.8426 -4.0392  C45 1.088
79 H 0.2084 6.0060 -4.8818  C45 1.090
80 C -4.7075 4.1621 6.4584  N81 1.488, H84 1.083, H85 1.086, H86 1.086
81 N -3.7140 5.1189 5.8992  C80 1.488, O82 1.214, O83 1.214
82 O -3.5216 5.1056 4.7007  N81 1.214
83 O -3.1571 5.8544 6.6877  N81 1.214
84 H -5.1176 3.5774 5.6437  C80 1.083
85 H -4.1853 3.5301 7.1707  C80 1.086
86 H -5.4799 4.7459 6.9499  C80 1.086
87 C -0.9759 -9.7870 -6.0415  N88 1.489, H91 1.084, H92 1.086, H93 1.086
88 N -1.0744 -8.9033 -4.8474  C87 1.489, O89 1.212, O90 1.215
89 O -0.9252 -9.4094 -3.7559  N88 1.212
90 O -1.2994 -7.7267 -5.0535  N88 1.215
91 H -0.7743 -10.7973 -5.7059  C87 1.084
92 H -1.9243 -9.7306 -6.5671  C87 1.086
93 H -0.1660 -9.4103 -6.6589  C87 1.086
94 C -0.5712 6.4005 8.9561  N95 1.488, H98 1.084, H99 1.086, H100 1.086
95 N -1.4812 5.9748 10.0540  C94 1.488, O96 1.214, O97 1.213
96 O -1.4257 4.8171 10.4167  N95 1.214
97 O -2.2206 6.8208 10.5114  N95 1.213
98 H 0.0232 5.5479 8.6498  C94 1.084
99 H -1.1928 6.7549 8.1391  C94 1.086
100 H 0.0589 7.1962 9.3420  C94 1.086
101 C 5.7168 -0.4887 4.3979  N102 1.489, H105 1.084, H106 1.086, H107 1.086
102 N 4.9447 -1.5869 5.0412  C101 1.489, O103 1.214, O104 1.213
103 O 5.2472 -1.9030 6.1736  N102 1.214
104 O 4.0613 -2.0870 4.3771  N102 1.213
105 H 6.4657 -0.1380 5.0983  C101 1.084
106 H 6.1774 -0.8967 3.5033  C101 1.086
107 H 5.0135 0.3004 4.1474  C101 1.086
108 C 5.2346 -3.8533 -0.4347  N109 1.489, H112 1.084, H113 1.086, H114 1.086
109 N 4.2845 -4.1639 0.6686  C108 1.489, O110 1.212, O111 1.214
110 O 4.7457 -4.3647 1.7717  N109 1.212
111 O 3.1062 -4.1908 0.3792  N109 1.214
112 H 6.2417 -3.8623 -0.0346  C108 1.084
113 H 5.1095 -4.6166 -1.1967  C108 1.086
114 H 4.9753 -2.8719 -0.8213  C108 1.086